(1)
The following is a DFT calculation (ωB97M-V/def2-TZVPD) of C36H62N5P2SV as an isolated structure.

Energy above the lowest of the compared OMol25 structures with the same formula, charge and spin   0.0 kcal/mol
Total charge   +2
Multiplicity   3
Calculated total energy   -3707.20445 Ha

Cartesian coordinates (Å):
V -0.4754 0.2189 -1.3686
C 0.5543 0.6276 -3.3025
C 1.6000 0.1268 -2.4559
C 1.7445 1.0731 -1.3912
C 0.7190 2.0689 -1.5974
C 0.0679 1.8623 -2.8328
C -0.7307 2.9016 -3.6071
C 0.2299 4.0727 -3.8709
C -1.9387 3.4347 -2.8370
C -1.1924 2.3251 -4.9462
C 2.8813 1.3170 -0.3786
C 4.2097 1.3774 -1.1580
C 2.7389 2.7061 0.2599
C 2.9564 0.2749 0.7466
C 2.3949 -1.0869 -2.9595
C 3.1832 -1.8692 -1.9034
C 1.4271 -2.0588 -3.6779
C 3.3789 -0.5682 -4.0270
H 0.2839 0.1756 -4.2435
H 0.6127 2.9599 -0.9967
H 0.4909 4.5939 -2.9481
H -0.2420 4.7916 -4.5423
H 1.1515 3.7252 -4.3402
H -1.6503 3.8237 -1.8535
H -2.7151 2.6741 -2.7328
H -2.3811 4.2707 -3.3799
H -0.3433 2.0660 -5.5806
H -1.7871 3.0666 -5.4809
H -1.8080 1.4321 -4.8135
H 4.1196 2.0108 -2.0427
H 4.5691 0.4040 -1.4688
H 4.9723 1.8148 -0.5127
H 2.8071 3.4994 -0.4870
H 3.5648 2.8450 0.9579
H 1.8193 2.8388 0.8253
H 2.8207 -0.7418 0.3911
H 2.2012 0.4690 1.5136
H 3.9326 0.3323 1.2322
H 2.5772 -2.1700 -1.0510
H 4.0334 -1.3196 -1.5150
H 3.5768 -2.7758 -2.3642
H 0.4491 -2.1223 -3.1973
H 1.8458 -3.0643 -3.6882
H 1.2649 -1.7678 -4.7167
H 4.1640 0.0527 -3.6011
H 2.8579 0.0131 -4.7900
H 3.8528 -1.4185 -4.5210
N -2.3846 1.1335 -0.6442
N -3.5604 0.7724 -1.3185
C -3.5226 -0.0964 -2.3378
N -4.6728 -0.4042 -2.9225
S -2.0621 -0.7721 -2.8898
H -2.4523 0.8696 0.3531
H -2.2670 2.1444 -0.7161
H -4.4261 1.2016 -1.0178
H -5.5525 0.0119 -2.6588
H -4.6704 -1.0378 -3.7068
C -0.0780 -3.2006 -0.6711
P -0.8670 -1.7858 0.1673
C 0.2142 -1.5807 1.6611
N 1.2299 -2.4000 1.7270
C 2.1016 -2.2495 2.7555
C 3.2166 -3.1150 2.8600
C 4.0819 -2.9627 3.9011
C 3.8796 -1.9477 4.8746
C 2.8165 -1.1000 4.7909
C 1.9043 -1.2374 3.7177
N 0.8551 -0.3829 3.6168
C 0.0243 -0.5302 2.6161
P -1.3406 0.7047 2.4256
C -0.3543 2.1951 2.0337
C -2.0142 1.0390 4.1303
C -1.0982 1.9079 4.9915
C -3.3414 1.7729 3.8947
C -2.2814 -0.2956 4.8330
C -2.4855 -2.6031 0.7478
C -3.6339 -1.6276 0.9967
C -2.1765 -3.3806 2.0314
C -2.9508 -3.5845 -0.3416
H -0.1051 -4.0807 -0.0312
H 0.9600 -2.9764 -0.8801
H -0.5977 -3.4046 -1.6051
H 3.3484 -3.8850 2.1115
H 4.9338 -3.6227 3.9957
H 4.5822 -1.8519 5.6914
H 2.6459 -0.3200 5.5205
H -0.9907 3.0777 1.9676
H 0.1128 2.0376 1.0618
H 0.4329 2.3695 2.7687
H -1.0230 2.9244 4.6037
H -0.0983 1.4863 5.0822
H -1.5309 1.9768 5.9929
H -3.2002 2.7048 3.3415
H -3.7874 2.0341 4.8568
H -4.0585 1.1510 3.3527
H -1.3543 -0.8272 5.0550
H -2.9296 -0.9489 4.2487
H -2.7888 -0.1040 5.7810
H -3.4117 -0.8868 1.7574
H -4.4984 -2.2047 1.3334
H -3.9313 -1.1111 0.0824
H -2.0585 -2.7173 2.8886
H -1.2793 -3.9963 1.9546
H -3.0163 -4.0487 2.2368
H -3.0234 -3.1193 -1.3262
H -3.9452 -3.9399 -0.0656
H -2.3081 -4.4584 -0.4224

(2)
The following is a DFT calculation (ωB97M-V/def2-TZVPD) of C11H27ClIO4P2Tc as an isolated structure.

Energy above the lowest of the compared OMol25 structures with the same formula, charge and spin   1.5 kcal/mol
Total charge   +3
Multiplicity   4
Calculated total energy   -2256.57818 Ha

Cartesian coordinates (Å):
C -1.5046 3.1048 2.9853
I -2.9321 1.5304 2.3400
H -0.8931 3.3990 2.1262
H -0.9087 2.6687 3.7925
H -2.1549 3.8977 3.3611
Tc -1.1139 0.7994 0.5394
P -2.4831 1.1721 -1.2005
C -4.1464 0.3973 -1.0324
C -2.7818 2.9559 -1.4442
H -0.9405 1.0172 -3.0707
H -2.6372 0.8363 -3.6216
H -1.8141 -0.5246 -2.8166
C -1.9145 0.5683 -2.8377
H -1.8546 3.4239 -1.7965
H -3.5748 3.0997 -2.1881
H -4.8306 0.8354 -1.7710
H -4.5339 0.5713 -0.0178
H -3.0782 3.4244 -0.4987
H -4.0567 -0.6862 -1.2058
C -1.7669 -0.9821 0.4230
O -2.1860 -2.0763 0.4053
Cl 0.3896 2.1829 -0.6924
C 0.9321 -1.9244 -2.6512
C 0.6005 -2.6548 -1.3793
O 0.4976 -1.7006 -0.2766
P 1.5997 -1.3777 0.8559
O 2.7379 -0.5622 0.0119
C 4.1472 -0.9958 -0.0882
C 4.2722 -2.4651 -0.4048
O 0.4963 -0.0529 1.5068
C 1.2754 0.6827 2.6077
C 1.4581 -0.2578 3.7711
H 0.2448 -1.0853 -2.8082
H 0.8638 -2.6186 -3.4947
H 1.9578 -1.5422 -2.6180
H -0.3811 -3.1417 -1.4245
H 1.3593 -3.4157 -1.1445
H 4.6152 -0.3760 -0.8618
H 4.6416 -0.7660 0.8621
H 3.7254 -2.7119 -1.3219
H 5.3268 -2.7002 -0.5788
H 3.9289 -3.1038 0.4202
H 2.2112 0.9930 2.1277
H 0.7014 1.5806 2.8707
H 2.1505 -1.0861 3.5535
H 1.8600 0.3339 4.6004
H 0.4944 -0.6671 4.0857